Molecular formula: C26H34BrCrN11PS
Method: DFT, ωB97M-V with the def2-TZVPD basis set

```
75
Properties=species:S:1:pos:R:3:forces:R:3
Cr 0.0695 0.1568 0.2514 0.104 0.009 -0.312
N 2.8060 -0.0043 2.3949 0.031 0.008 -0.024
C 1.5730 -0.2763 2.9159 0.371 0.049 -0.007
N 1.4025 -0.6387 4.1716 -0.015 0.045 -0.089
N 0.0705 -0.8316 4.2751 0.118 -0.031 0.205
N -0.5041 -0.6122 3.1638 -0.408 -0.027 -0.246
N 0.4203 -0.2317 2.2296 -0.083 -0.167 0.098
C 3.0169 0.3679 1.0881 0.002 -0.184 0.360
N 4.1857 0.7330 0.6102 -0.117 -0.018 -0.048
N 3.9326 0.9589 -0.7007 0.343 0.082 -0.026
N 2.7106 0.7405 -0.9783 -0.317 -0.061 -0.170
N 2.0640 0.3454 0.1568 0.002 0.130 0.044
H 3.5908 0.0041 3.0253 -0.032 0.004 -0.032
C -2.4987 1.5076 2.1805 -0.036 -0.001 0.003
C -2.9723 0.8234 0.9391 -0.112 0.115 0.111
C -4.3712 0.6696 0.7490 0.090 -0.023 -0.028
C -4.8464 0.1126 -0.3931 0.046 -0.004 -0.030
C -3.9409 -0.2630 -1.4125 -0.200 -0.058 -0.060
C -4.3725 -0.8127 -2.6419 0.067 0.030 0.080
C -3.4566 -1.1216 -3.6068 0.052 0.049 0.081
C -2.0902 -0.8636 -3.3893 -0.034 0.000 -0.020
C -1.6306 -0.3439 -2.2015 -0.071 0.032 -0.053
S 0.0568 0.0961 -1.9735 -0.112 -0.089 0.120
C -2.5711 -0.0713 -1.1708 0.191 0.047 0.092
N -2.1025 0.4141 0.0332 0.193 -0.158 0.042
H -3.3457 1.9145 2.7287 -0.004 0.015 0.007
H -1.8246 2.3236 1.9248 0.000 -0.013 0.007
H -1.9563 0.8180 2.8284 -0.046 0.006 -0.043
H -5.0350 1.0022 1.5332 -0.025 0.004 0.014
H -5.9092 -0.0242 -0.5482 -0.026 -0.019 -0.007
H -5.4299 -0.9741 -2.7983 -0.063 -0.011 -0.016
H -3.7760 -1.5395 -4.5500 -0.016 -0.033 -0.063
H -1.3779 -1.0628 -4.1775 0.044 -0.004 -0.062
Br 1.1502 2.8638 2.8629 -0.014 0.007 -0.010
C 0.5078 3.4450 1.1910 0.083 0.170 0.056
C 0.5189 4.8198 0.9829 -0.025 -0.055 -0.068
C 0.0110 5.3134 -0.2008 0.002 -0.098 -0.013
C -0.5001 4.4147 -1.1249 0.055 0.004 0.108
C -0.4549 3.0703 -0.8289 -0.133 -0.061 -0.183
N 0.0516 2.5657 0.3082 -0.028 -0.245 0.059
H 0.9195 5.4670 1.7458 0.023 0.032 0.036
H 0.0157 6.3759 -0.3949 -0.014 0.063 -0.009
H -0.9176 4.7344 -2.0659 -0.025 0.049 -0.066
H -0.8190 2.3339 -1.5351 0.026 0.188 0.083
C 0.3873 -3.2016 -2.6080 -0.013 0.064 0.023
C -0.4158 -3.4638 -1.3313 -0.206 0.004 -0.029
C -0.3694 -4.9667 -1.0271 0.039 0.015 -0.005
P -0.0948 -2.4269 0.1808 0.275 0.337 0.125
C -1.5202 -2.8518 1.3057 -0.098 0.118 0.107
C -2.8043 -3.1046 0.5111 -0.063 -0.058 -0.031
C -1.3743 -3.9291 2.3794 -0.011 -0.009 0.015
C 1.5592 -2.9350 0.8573 0.006 0.020 0.094
C 1.7200 -4.2397 1.6398 0.001 -0.016 0.037
C 2.6087 -2.8538 -0.2553 0.059 0.041 -0.018
H -0.0444 -3.8136 -3.4020 -0.038 -0.008 -0.056
H 1.4252 -3.4975 -2.5042 0.077 -0.053 -0.001
H 0.3736 -2.1625 -2.9280 0.003 -0.108 0.072
H -1.4572 -3.2090 -1.5562 0.132 -0.010 -0.058
H 0.6593 -5.3085 -0.9117 0.011 0.008 -0.009
H -0.7952 -5.5047 -1.8754 -0.019 -0.049 -0.022
H -0.9252 -5.2574 -0.1376 -0.001 0.055 0.024
H -1.6494 -1.9161 1.8583 0.005 -0.102 -0.139
H -2.8681 -4.1458 0.1901 -0.013 -0.009 -0.034
H -2.9092 -2.4827 -0.3752 -0.035 0.089 0.045
H -3.6620 -2.9063 1.1543 -0.044 -0.023 0.045
H -1.1830 -4.9236 1.9778 0.067 -0.011 -0.056
H -2.3180 -3.9799 2.9268 -0.031 0.004 0.012
H -0.6055 -3.6894 3.1058 0.046 0.073 0.048
H 1.7880 -2.1324 1.5559 -0.051 -0.059 -0.038
H 1.3169 -5.1110 1.1288 -0.024 -0.010 -0.037
H 1.2716 -4.1803 2.6261 -0.012 -0.031 0.012
H 2.7883 -4.4108 1.7864 0.028 -0.010 -0.010
H 2.6213 -3.7663 -0.8483 0.006 -0.074 -0.018
H 3.5928 -2.7466 0.2026 0.036 0.003 0.003
H 2.4661 -2.0052 -0.9232 -0.020 0.031 -0.022
```
Forces are in eV/Å.

## Properties
E_tot   -5971.511679 Ha
2S+1   2
⟨S²⟩   0.7853
Relative energy (zero: lowest compared OMol25 entry of this formula, charge and spin)   0.00 kcal per mole
Max |F|   0.48 eV/A


Molecular formula: C36H34AsN4O9Rb
Method: DFT, ωB97M-V with the def2-TZVPD basis set

```
85
Properties=species:S:1:pos:R:3:forces:R:3
Rb -0.5644 -0.9916 0.5429 -2.091 0.039 0.230
O -0.4461 -4.5163 -1.3743 0.456 0.017 -0.128
C 0.8547 -3.9164 -1.4571 -0.452 0.005 0.201
C 1.6348 -4.0175 -0.1532 0.006 0.190 0.084
N 1.3321 -2.9570 0.8241 0.236 -0.344 0.012
C 1.3258 -3.4872 2.1872 -0.092 0.120 -0.100
C 0.8336 -2.5396 3.2998 -0.039 0.180 0.060
O 1.2999 -2.8284 4.4410 -0.352 0.234 -0.389
O 0.0268 -1.6173 3.0073 0.610 -0.759 0.677
C 2.3019 -1.8571 0.7225 0.046 0.135 0.034
C 2.3393 -1.1651 -0.6656 0.092 -0.044 -0.319
O 3.3566 -1.3544 -1.3550 -0.398 0.136 0.122
O 1.3106 -0.4696 -0.9633 1.369 -0.170 -0.711
H -1.0429 -4.0048 -0.8043 0.082 0.143 0.038
H 0.7958 -2.8772 -1.7888 -0.040 0.036 -0.016
H 1.3938 -4.4724 -2.2227 -0.021 -0.093 -0.095
H 2.7131 -4.0328 -0.3704 0.000 0.019 -0.013
H 1.3682 -4.9785 0.2825 0.010 -0.126 0.095
H 2.3181 -3.8395 2.4905 0.146 -0.075 0.004
H 0.6469 -4.3420 2.2244 -0.007 -0.062 -0.066
H 3.3117 -2.2206 0.9381 0.152 -0.064 0.062
H 2.0432 -1.0941 1.4682 0.032 -0.170 -0.016
O -2.8871 -1.1956 -1.7132 -0.191 0.069 -0.059
C -3.8971 -1.8060 -1.9979 0.178 -0.147 0.162
C -4.4219 -3.0003 -1.3414 0.165 0.165 0.054
C -5.6431 -3.4736 -1.7755 -0.209 -0.093 -0.139
C -6.2216 -4.5981 -1.2114 -0.124 -0.093 0.010
C -5.5464 -5.2884 -0.1725 -0.133 0.003 -0.137
C -4.3402 -4.8540 0.2717 0.095 0.101 0.010
C -3.6894 -3.6727 -0.2751 0.103 0.020 -0.109
O -2.5767 -3.2859 0.1273 -0.041 -0.149 0.148
N -7.4957 -5.0666 -1.6824 0.103 0.039 0.119
O -8.0679 -4.4555 -2.5832 0.128 0.032 0.032
O -7.9853 -6.0689 -1.1630 0.109 0.046 0.009
H -4.5239 -1.4598 -2.8525 -0.037 0.017 0.021
H -6.1658 -2.9664 -2.5790 0.018 0.013 0.018
H -6.0128 -6.1710 0.2411 0.000 -0.019 0.029
H -3.8026 -5.3812 1.0521 -0.052 0.039 -0.037
N 0.8097 -0.4447 5.7141 0.137 0.638 0.069
C 1.2221 0.4620 4.7603 -0.127 -0.201 0.003
C 2.4276 0.2869 4.0626 -0.076 0.010 0.029
C 2.7501 1.1766 3.0567 -0.065 0.054 0.030
N 1.9907 2.2186 2.6972 0.124 0.042 0.098
C 0.8580 2.3914 3.3828 0.170 0.074 -0.001
C 0.4491 1.5756 4.4155 -0.009 0.035 0.015
H 0.9776 -1.4047 5.3946 0.211 -0.465 -0.028
H -0.1679 -0.3368 5.9320 -0.120 0.055 -0.005
H 3.0518 -0.5743 4.2758 -0.049 0.078 -0.038
H 3.6623 1.0438 2.4766 -0.065 -0.046 0.065
H 0.2385 3.2284 3.0658 0.021 -0.024 0.031
H -0.4951 1.7512 4.9202 0.005 0.018 -0.067
C 0.1132 6.8936 0.5592 0.067 -0.112 -0.008
C -0.7058 6.1981 -0.3182 0.081 -0.087 0.036
C -0.4694 4.8520 -0.5871 0.101 0.031 0.106
C 0.5919 4.1569 0.0061 0.000 0.108 0.080
C 1.3876 4.8719 0.9141 -0.194 0.005 -0.103
C 1.1600 6.2198 1.1777 -0.051 -0.103 -0.053
As 0.8557 2.1691 -0.2815 -0.132 0.564 -0.096
C -0.2369 2.1752 -1.9140 0.002 0.034 -0.079
C -1.5023 1.6074 -1.8126 0.095 0.068 -0.165
C -2.4168 1.6941 -2.8590 0.070 0.036 -0.058
C -2.0673 2.3531 -4.0280 0.104 0.025 0.067
C -0.8034 2.9322 -4.1417 -0.088 -0.095 0.074
C 0.0978 2.8487 -3.0910 -0.077 -0.037 0.010
C 2.6767 2.2426 -1.0107 0.159 0.004 0.101
C 3.7021 2.7364 -0.2016 0.006 0.059 -0.085
C 5.0187 2.7547 -0.6505 -0.096 -0.042 -0.077
C 5.3320 2.2606 -1.9108 -0.104 -0.018 0.056
C 4.3253 1.7178 -2.6987 0.051 0.029 0.061
C 3.0130 1.6950 -2.2470 -0.021 -0.007 0.051
H -0.0659 7.9421 0.7653 0.001 0.009 0.009
H -1.5355 6.7012 -0.8024 0.001 -0.017 0.000
H -1.1318 4.3455 -1.2743 -0.024 -0.018 -0.035
H 2.1706 4.3599 1.4523 0.006 0.003 0.035
H 1.7990 6.7398 1.8841 -0.014 -0.025 -0.023
H -1.7938 1.0915 -0.9079 -0.047 -0.005 -0.024
H -3.3886 1.2276 -2.7580 0.048 -0.009 0.002
H -2.7709 2.4137 -4.8509 0.016 0.006 0.022
H -0.5240 3.4545 -5.0496 -0.008 0.002 0.001
H 1.0592 3.3380 -3.1761 0.068 -0.022 0.004
H 3.4751 3.0895 0.7969 0.048 -0.068 -0.056
H 5.7994 3.1424 -0.0060 -0.002 -0.002 0.005
H 6.3585 2.2606 -2.2591 -0.006 0.007 0.002
H 4.5665 1.2701 -3.6566 -0.024 0.012 0.053
H 2.2593 1.1938 -2.8360 -0.051 0.007 -0.010
```
Forces are in eV/Å.

## Properties
E_tot   -4548.365837 Ha
Total charge   -2
Relative energy (zero: lowest compared OMol25 entry of this formula, charge and spin)   17.93 kcal per mole
Max |F|   2.10 eV/A


Molecular formula: AgBr
Method: DFT, ωB97M-V with the def2-TZVPD basis set

```
2
Properties=species:S:1:pos:R:3:forces:R:3
Ag -0.3866 -1.2431 0.5353 -0.212 -0.679 0.292
Br 0.3866 1.2431 -0.5353 0.212 0.679 -0.292
```
Forces are in eV/Å.

## Properties
E_tot   -2720.007856 Ha
2S+1   3
Total charge   +2
⟨S²⟩   2.0036
Relative energy (zero: lowest compared OMol25 entry of this formula, charge and spin)   0.00 kcal per mole
Max |F|   0.77 eV/A